Record 1
Density functional theory data (ωB97M-V/def2-TZVPD) for 2 unconnected molecules or ions with the total composition C2H7OS at a distorted geometry.

Each line ends with the Mulliken charge.
Cartesian coordinates (Å):
C -1.03376 -0.93952 0.91179  -0.801
C 0.28035 -0.17883 1.31678  -0.552
S 0.35910 1.30318 0.20028  -0.737
H -1.81023 -0.61810 1.59918  0.288
H -0.87625 -2.04814 0.98019  0.239
H -1.13747 -0.78737 -0.14814  0.179
H 1.08395 -0.88566 1.01052  0.194
H 0.20655 0.17277 2.33857  0.272
H 0.72736 -0.62984 -1.70240  0.279
H -0.47525 -0.59758 -2.61679  0.317
O 0.30793 -1.11309 -2.42460  -0.677

## Properties
Relative energy (zero: lowest compared OMol25 entry of this formula, charge and spin) in kJ/mol: 51.25
Highest occupied orbital energy in eV: -2.43
E_LUMO in eV: 4.3
HOMO-LUMO gap in Ha: 0.249
Total charge: -1



Record 2
Density functional theory data (ωB97M-V/def2-TZVPD) for 3 unconnected molecules or ions with the total composition C2H7OS2 at a distorted geometry.

Each line ends with the Mulliken charge.
Cartesian coordinates (Å):
C 2.58672 -0.59867 2.05367  0.168
O 3.43156 0.02199 2.63616  -0.470
H 1.70712 -0.17092 1.47298  0.036
H -0.63730 -0.58365 -6.66288  0.065
H 2.70496 -1.71896 1.90762  0.191
C -1.98114 0.91358 1.12995  -0.735
S -1.13845 -0.66674 0.68295  -0.216
S 0.32549 -0.32085 -0.78061  -0.671
H -3.05672 0.90126 1.26014  0.282
H -1.45109 1.32341 2.00509  0.202
H -1.81791 1.53348 0.21840  0.213
H -0.67324 -0.63390 -5.92347  -0.063

## Properties
Relative energy (zero: lowest compared OMol25 entry of this formula, charge and spin) in kJ/mol: 177.40
Highest occupied orbital energy in eV: -2.51
E_LUMO in eV: 3.7
HOMO-LUMO gap in Ha: 0.228
Total charge: -1